Entry 1:
Computed, not measured: an isolated molecule of C19H39F3N2O2 in a non-equilibrium geometry, with ωB97M-V with the def2-TZVPD basis set.

HOMO energy (eV): -8.95
SMILES: CCCCCCC[C@@H](N)[C@](OCCN)(OC[C@H](C)CC(C)C)C(F)(F)F

Last column: Löwdin charge in e.
Atoms and positions in Å:
F -4.35 0.20 -1.17  0.132
F -3.01 0.68 -2.84  0.127
F -4.07 2.29 -1.77  0.147
O -2.66 2.07 0.42  -0.044
O -1.85 -0.02 -0.08  -0.027
N -2.25 0.97 3.47  0.009
N -1.47 3.24 -1.81  0.070
C 3.70 1.39 -0.16  -0.222
C -3.59 1.61 1.41  -0.169
C 1.31 0.47 -0.06  -0.205
C 1.47 -4.89 -0.86  -0.068
C -0.14 -2.98 -0.69  -0.168
C -1.64 -2.35 1.29  -0.055
C 4.77 3.63 0.30  -0.114
C -2.24 1.22 -0.61  -0.386
C 0.43 -4.18 0.07  -0.384
C 1.16 -3.76 1.36  -0.069
C 4.74 2.16 0.68  -0.260
C -1.85 -1.14 -0.95  -0.139
C -3.05 1.96 2.80  -0.247
C -3.43 1.10 -1.61  -0.469
C -1.50 -2.46 -0.21  -0.298
C -1.02 1.98 -1.20  -0.263
C 1.08 0.39 -1.57  -0.160
C 2.27 1.59 0.36  -0.208
C -0.13 1.17 -2.16  -0.119
H 3.92 0.33 -0.19  0.111
H -0.29 -3.29 -1.72  0.115
H -1.12 -1.03 -1.75  0.097
H -2.63 -1.98 1.54  0.078
H 0.28 1.89 -2.86  0.109
H -0.71 0.49 -2.77  0.093
H -0.48 2.29 -0.31  0.136
H 1.98 0.73 -2.06  0.099
H 1.42 -2.71 1.30  0.066
H 1.87 2.57 0.09  0.107
H -0.86 -1.73 1.71  0.078
H 4.47 2.08 1.73  0.099
H 1.39 -4.55 -1.89  0.064
H -2.82 -1.28 -1.44  0.121
H -3.87 2.27 3.45  0.107
H -3.86 0.56 1.32  0.117
H 5.71 1.71 0.49  0.100
H 3.77 4.07 0.38  0.066
H 1.36 -5.97 -0.82  0.072
H 0.99 -0.66 -1.84  0.082
H 5.09 3.76 -0.73  0.071
H 0.48 -3.84 2.21  0.062
H 5.45 4.18 0.95  0.067
H 0.39 0.60 0.51  0.094
H 2.03 -4.37 1.56  0.069
H -1.36 0.83 3.03  0.055
H -1.72 3.07 -2.78  0.076
H 1.78 -0.46 0.27  0.096
H 2.48 -4.65 -0.54  0.066
H -0.34 -4.91 0.27  0.128
H 3.77 1.80 -1.16  0.102
H -0.70 3.89 -1.81  0.079
H -1.57 -3.34 1.74  0.073
H 0.60 -2.17 -0.72  0.090
H -2.23 -3.20 -0.54  0.137
H -4.51 2.18 1.28  0.122
H -2.73 0.09 3.60  0.058
H -2.41 2.82 2.64  0.116
H 2.31 1.57 1.45  0.112

=====

Entry 2:
Computed, not measured: a cluster of 3 separate species, C19H39F3O11S4 in total in a non-equilibrium geometry, with ωB97M-V with the def2-TZVPD basis set.

HOMO energy (eV): -9.55
SMILES: CC(C)C[C@@H](C)CO[C@H]1OS(=O)(=O)O[C@@]1(CCCS)C(F)(F)F.CCOS(C)(=O)=O.CCOS(C)(=O)=O

Last column: Löwdin charge in e.
Atoms and positions in Å:
S -3.27 -0.12 -1.84  0.627
S -3.08 -5.83 2.72  0.624
S 3.80 -1.14 -4.83  0.626
S 1.15 -1.76 -0.03  0.912
F 2.04 1.27 -3.21  0.010
F 3.75 2.42 -1.82  0.016
F 1.45 2.40 -1.20  0.020
O -3.46 1.11 -1.11  -0.286
O -0.26 -1.75 0.62  -0.287
O -2.74 -4.92 3.79  -0.290
O 2.43 1.35 1.42  -0.112
O -3.52 -1.42 -1.24  -0.285
O -4.07 -0.03 -3.25  -0.266
O -2.24 -6.95 2.36  -0.291
O 2.29 -1.13 1.13  -0.185
O 1.47 -0.56 -1.20  -0.251
O 1.38 -3.21 -0.56  -0.294
O -3.41 -4.97 1.37  -0.264
C 2.87 0.17 0.66  -0.215
C -4.73 -6.43 3.00  -0.128
C -1.62 -0.13 -2.51  -0.112
C 2.50 4.47 2.30  -0.389
C 4.89 0.04 -3.86  -0.564
C 5.15 -0.38 -2.29  -0.226
C -6.25 0.90 -2.75  -0.077
C -1.23 2.62 2.18  -0.091
C 1.02 1.27 1.82  -0.153
C 0.42 2.66 2.49  -0.286
C 0.98 4.04 1.82  -0.166
C -2.44 -4.04 0.90  -0.274
C 2.77 0.15 -0.97  -0.193
C -1.31 -4.74 0.18  -0.071
C 3.84 -0.97 -1.50  -0.117
C 2.53 1.53 -1.81  -0.092
C -5.46 -0.28 -3.27  -0.278
C 2.68 6.05 1.83  -0.127
C 2.78 4.28 3.90  -0.118
H -0.72 -5.35 0.86  0.079
H -1.49 0.77 -3.12  0.080
H 2.55 3.18 4.30  0.080
H 4.26 -1.52 -0.53  0.147
H -2.06 -3.43 1.73  0.110
H 4.49 1.16 -3.99  0.087
H -1.70 -5.42 -0.59  0.089
H -5.74 -0.47 -4.31  0.124
H 3.23 -1.79 -2.08  0.114
H 1.86 6.76 2.28  0.082
H -1.86 2.99 3.12  0.097
H 2.60 6.15 0.66  0.082
H -2.96 -3.37 0.21  0.104
H 0.51 2.60 3.66  0.129
H 0.79 0.41 2.61  0.157
H -4.70 -7.11 3.86  0.075
H -1.49 -1.03 -3.10  0.083
H 0.92 4.09 0.65  0.116
H -7.32 0.75 -2.89  0.081
H -0.92 -0.12 -1.67  0.041
H -5.70 -1.19 -2.70  0.116
H -5.07 -6.97 2.11  0.073
H -6.07 1.06 -1.68  0.072
H 0.40 1.03 0.84  0.123
H -1.49 1.50 1.92  0.079
H 5.60 0.57 -1.74  0.129
H 2.89 -0.28 -5.52  -0.104
H 4.00 0.04 1.03  0.202
H 5.95 0.03 -4.39  0.086
H 6.03 -1.19 -2.27  0.130
H -0.65 -4.01 -0.30  0.032
H 2.19 5.11 4.50  0.093
H 3.29 3.83 1.71  0.122
H -1.42 3.28 1.22  0.092
H 3.77 6.40 2.14  0.080
H 0.26 4.91 2.22  0.129
H 3.96 4.41 4.06  0.088
H -5.38 -5.59 3.21  0.073
H -5.95 1.82 -3.27  0.085

=====

Entry 3:
Computed, not measured: a structure of composition C19H39NO2P2Tc in a non-equilibrium geometry, with ωB97M-V with the def2-TZVPD basis set.

HOMO energy (spin up / spin down) (eV): -4.23 / -5.91
Multiplicity: 4

Last column: Löwdin spin population.
Atoms and positions in Å:
Tc -0.11 -0.05 0.00  0.391
P 2.43 0.06 0.94  0.004
P -1.93 0.17 -1.57  0.002
O -0.73 -0.52 1.75  0.000
O 1.41 2.71 -0.77  -0.001
N 0.45 -1.23 -1.27  0.328
C -0.80 0.05 4.02  0.000
C -2.34 -1.50 -2.29  0.007
C 0.98 3.81 -0.34  -0.003
C -0.04 4.57 -1.22  0.000
C -3.58 0.66 -0.89  -0.003
C 1.62 -2.11 -3.20  0.546
C 0.94 -2.29 -1.97  0.116
C 1.12 -4.69 -2.17  0.519
C 0.80 -3.59 -1.41  0.463
C 3.73 1.01 0.12  0.000
C 1.69 -4.51 -3.45  0.133
C 1.05 3.92 1.21  0.000
C 3.04 -1.64 0.88  0.004
C -2.46 1.18 2.64  0.002
C -1.82 1.19 -3.09  -0.006
C -1.68 -0.13 2.79  0.000
C 1.94 -3.21 -3.97  0.404
C 2.60 0.50 2.69  -0.001
C -2.63 -1.30 2.90  0.000
H -1.79 -0.31 0.25  -0.004
H -1.42 0.15 4.91  0.000
H 0.37 -3.65 -0.42  0.022
H 0.38 5.41 -1.84  0.000
H -1.81 2.06 2.59  0.000
H -1.60 -1.76 -3.07  0.003
H -3.47 1.68 -0.48  0.000
H -2.22 -2.25 -1.49  0.001
H 0.93 -5.69 -1.77  0.027
H 2.26 -2.32 1.22  0.001
H 3.45 2.06 0.07  0.000
H -0.18 0.94 3.91  0.000
H 3.91 -1.73 1.53  0.000
H 1.95 -5.40 -4.05  -0.003
H 3.64 0.37 2.97  0.000
H 2.03 4.11 1.69  0.000
H -3.28 -1.21 3.78  0.000
H 2.31 1.54 2.87  0.000
H -3.08 1.31 3.55  0.000
H -2.05 -2.22 2.98  0.000
H -3.17 1.19 1.80  0.000
H -3.84 0.01 -0.04  0.000
H 0.29 4.67 1.46  0.000
H 3.32 -1.90 -0.14  0.001
H -0.14 -0.82 4.13  0.000
H -2.76 1.31 -3.67  -0.001
H 4.67 0.91 0.66  0.000
H 0.60 2.95 1.59  0.000
H 2.38 -3.11 -4.96  0.019
H -1.45 2.19 -2.82  0.000
H -0.60 3.77 -1.82  0.000
H -0.86 4.88 -0.52  0.000
H -3.26 -1.38 2.01  0.000
H -1.06 0.74 -3.77  0.000
H 3.86 0.64 -0.89  0.000
H 1.81 -1.10 -3.54  0.029
H 1.98 -0.15 3.30  0.000
H -4.43 0.66 -1.60  0.000
H -3.35 -1.62 -2.73  0.000